Density functional theory data (the ωB97M-V functional and the def2-TZVPD basis) for a molecular structure, CH3BrO3S in a non-equilibrium geometry.

Structure (XYZ):
```
9
Properties=species:S:1:pos:R:3
Br 2.508 -1.652 0.335
S 1.308 0.197 -0.049
O -0.036 -0.284 -0.728
O 0.672 0.853 1.904
O 2.124 1.021 -0.879
C -1.324 -0.081 -0.289
H -1.409 -0.001 0.818
H -1.854 0.800 -0.708
H -1.988 -0.852 -0.404
```

The calculated total energy is -88099.8296 eV. Its energy above the lowest of the compared OMol25 structures with the same formula, charge and spin is 4.9380 eV. The spin multiplicity is 1. The gap between HOMO and LUMO (alpha / beta) is 0.313 / 0.308 hartree.